11
Properties=species:S:1:pos:R:3:forces:R:3 method="wB97M-V/def2-TZVPD" charge=+1 e_tot_ev=-7187.94589 homo_ev="-13.77 / -13.76" gap_ev="7.02 / 4.35" spin_multiplicity=2
C 1.92335 -0.96148 0.22630 -0.5 1.1 0.5
N 2.43016 -0.04243 0.90019 -1.0 -0.5 0.0
H 1.71421 -0.85059 -0.83757 0.4 -0.5 -0.4
H 1.48798 -1.74428 0.86996 0.1 -0.5 -0.4
H 2.05354 0.27348 1.80460 0.9 0.4 0.2
C -1.72661 0.50061 -1.09921 -0.2 -1.1 -0.3
N -1.26783 0.81369 0.15806 -0.5 0.6 -1.2
O -1.32032 -0.49197 -1.66219 0.5 0.0 -0.1
H -2.54022 1.07685 -1.56278 0.3 0.5 0.3
H -1.85775 1.46285 0.65606 0.2 -0.3 0.6
H -0.89650 -0.03673 0.54659 -0.2 0.2 0.8

---

12
Properties=species:S:1:pos:R:3:forces:R:3 method="wB97M-V/def2-TZVPD" e_tot_ev=-9246.51016 homo_ev=-8.97 gap_ev=9.33
N -0.52191 -1.48215 -1.63017 -0.5 -0.6 -0.3
C -0.27402 -0.46914 -0.81091 0.3 0.4 -0.1
N -0.99432 -0.11624 0.19734 -0.7 -1.0 -0.7
H -1.25491 -2.15057 -1.43805 0.1 0.2 -0.1
H 0.08060 -1.68719 -2.40970 0.0 0.2 0.2
H 0.61728 0.11624 -1.01111 0.0 -0.1 0.2
H -0.61182 0.63478 0.94659 0.2 0.8 0.1
H -1.86993 -0.61256 0.31095 0.1 0.0 0.3
O 1.70491 0.77998 0.52849 0.4 0.1 -0.1
C 1.22643 1.45017 1.44788 0.1 -0.1 0.4
O -0.00946 1.59150 1.70574 -0.2 -0.1 0.1
H 1.90715 1.94517 2.16295 0.1 0.1 -0.1

---

12
Properties=species:S:1:pos:R:3:forces:R:3 method="wB97M-V/def2-TZVPD" e_tot_ev=-9243.67917 homo_ev=-9.00 smiles="N/N=C/O.C=O" gap_ev=9.90
N 1.55993 -0.05839 -0.02976 0.0 -1.2 0.5
N 0.20271 -0.25756 0.20042 -2.5 -1.7 -0.7
C -0.26327 -1.43753 0.00627 0.4 1.7 -0.9
O -1.50750 -1.86752 -0.21694 -1.0 0.3 0.4
H 2.07988 -0.86797 0.38820 -0.1 1.4 -0.3
H 1.62199 0.79402 0.48308 1.6 0.5 0.5
H 0.43364 -2.19708 -0.24049 0.7 -1.2 0.0
H -2.25654 -1.21000 -0.25116 1.4 0.0 0.4
C -1.40387 1.28985 -0.04151 0.7 1.6 -1.9
O -2.40003 0.70719 0.25393 -1.7 -1.2 0.5
H -1.11433 1.37240 -1.17683 0.1 0.0 1.9
H -0.96734 1.98704 0.70879 0.4 -0.2 -0.6

---

12
Properties=species:S:1:pos:R:3:forces:R:3 method="wB97M-V/def2-TZVPD" e_tot_ev=-9246.79860 homo_ev=-9.87 smiles="NCOC(N)=O" gap_ev=10.87
N 0.46700 -1.32114 1.50465 0.2 0.3 0.0
C -0.49111 -1.28729 0.53007 -1.2 1.4 0.2
O -0.87138 0.34492 0.02162 0.6 -2.0 0.7
C 0.10797 0.72366 -0.76550 0.3 -0.8 -1.3
N -0.06546 1.95740 -1.32622 0.0 -0.1 0.4
O 1.02874 -0.02638 -1.09015 0.2 0.7 0.2
H 1.41273 -1.21774 1.15887 -0.1 0.0 0.0
H 0.28931 -0.71517 2.29497 0.0 -0.2 0.0
H -1.50345 -1.42867 0.89231 0.1 -0.2 0.1
H -0.24270 -1.89774 -0.33280 -0.1 0.6 -0.1
H 0.66712 2.31952 -1.91032 -0.1 0.0 0.1
H -0.79876 2.54862 -0.97751 0.1 0.1 -0.1

---

13
Properties=species:S:1:pos:R:3:forces:R:3 method="wB97M-V/def2-TZVPD" charge=-1 e_tot_ev=-18537.85261 homo_ev=-4.63 gap_ev=8.81
C -0.08630 -0.52604 0.66783 -2.0 -0.1 -0.3
C -1.21691 -0.28528 -0.46101 0.7 0.5 -0.2
N 0.91567 0.48558 0.69206 0.8 0.2 -0.6
N -1.84280 1.10246 -0.39131 0.6 -1.3 -0.4
O 2.52123 -1.39262 -0.32646 -0.3 0.1 0.0
O 3.43220 0.98664 -0.02840 -1.0 -0.3 0.1
P 2.28984 0.02359 0.07676 1.5 0.5 0.1
H -0.61530 -0.49138 1.70819 0.5 -0.4 -1.7
H 0.31191 -1.53515 0.44194 -0.3 0.2 0.5
H -0.86243 -0.41174 -1.58996 -0.2 0.2 2.5
H -1.94845 -1.09179 -0.30700 -0.2 0.4 0.0
H -1.21919 1.60713 -1.00503 -0.1 0.5 0.0
H -1.67945 1.52859 0.52239 0.1 -0.4 -0.1

---

13
Properties=species:S:1:pos:R:3:forces:R:3 method="wB97M-V/def2-TZVPD" e_tot_ev=-20079.56707 homo_ev=-9.68 smiles="CN(S)C(=O)NO" gap_ev=10.24
C 0.88789 1.33078 0.09579 0.9 1.2 -1.0
N 0.78650 -0.06058 -0.29220 0.9 -0.9 0.4
S 2.17748 -1.06875 -0.18601 -0.1 0.3 0.2
C -0.40772 -0.70448 -0.11191 0.6 1.1 0.1
O -0.52632 -1.90344 0.06743 -0.1 0.2 -0.4
N -1.50896 0.17755 -0.10419 0.5 -2.7 1.3
O -2.60411 -0.69876 -0.04100 -0.1 -1.0 -1.2
H 1.85476 1.52820 0.59324 -0.4 -0.2 -0.6
H 0.13802 1.55058 0.82017 -0.7 0.3 0.5
H 0.76029 2.01146 -0.80193 0.3 -0.6 1.1
H 2.08243 -1.38193 1.13514 0.0 0.0 -0.3
H -1.51153 0.82388 -0.86071 -0.4 0.4 -0.9
H -2.12873 -1.60451 -0.31381 -1.4 1.9 1.0

---

13
Properties=species:S:1:pos:R:3:forces:R:3 method="wB97M-V/def2-TZVPD" e_tot_ev=-11288.67820 homo_ev=-8.62 smiles="[O-]/[N+](O)=C/O.C=N" gap_ev=9.07
O 0.71781 0.79000 1.43408 0.4 0.2 1.6
N -0.19114 1.45333 0.91776 -0.7 -0.7 -3.0
O -1.25704 2.05797 1.62237 0.7 0.1 2.4
C -0.40324 1.47391 -0.37118 -3.5 2.6 2.1
O -1.50254 2.08841 -0.93659 2.7 -1.8 -1.9
H -0.98294 2.10423 2.60314 -0.2 -0.3 -2.2
H 0.24906 1.08776 -1.05292 1.7 -1.1 -1.3
H -2.08236 2.54694 -0.38941 -1.2 1.0 2.1
C 0.91648 -2.42374 -0.54170 1.7 0.5 -1.4
N 1.57398 -2.98641 -1.49250 -1.5 -1.3 0.4
H 0.52628 -2.81113 0.39970 -0.3 -0.5 -0.3
H 0.89808 -1.32658 -0.65564 -0.1 -0.4 0.5
H 1.53756 -4.05468 -1.53711 0.2 1.7 0.8

---

13
Properties=species:S:1:pos:R:3:forces:R:3 method="wB97M-V/def2-TZVPD" e_tot_ev=-11286.91557 homo_ev=-9.74 smiles=C[C@H]1OON(N)O1 gap_ev=10.69
C 1.55086 -0.28225 0.02454 -2.2 0.2 2.2
C 0.24839 -0.91433 -0.52506 2.9 -0.7 2.0
O -0.56001 -1.40528 0.57564 0.0 1.0 -0.4
O -1.85108 -0.83818 0.21661 -0.2 1.0 0.5
N -1.57154 0.40928 -0.33129 -0.6 -2.3 -1.3
N -1.35576 1.45164 0.47318 1.0 -1.5 2.9
O -0.48918 0.01269 -1.21150 -0.5 0.3 -0.8
H 1.33963 0.43691 0.84688 -0.1 -0.4 -0.4
H 2.07989 0.26856 -0.69230 0.9 0.3 -1.3
H 2.06997 -1.08838 0.48705 1.0 -0.5 0.1
H 0.67274 -1.82992 -0.98866 -1.3 0.5 -1.2
H -1.52602 2.22182 -0.06046 -0.6 2.7 -1.2
H -0.60787 1.55744 1.18538 -0.4 -0.7 -1.0

---

13
Properties=species:S:1:pos:R:3:forces:R:3 method="wB97M-V/def2-TZVPD" e_tot_ev=-11289.63599 homo_ev="-9.35 / -9.35" smiles="CN(N=O)C(O)O" gap_ev="9.34 / 9.34"
C 1.07315 -0.16214 -1.00995 0.3 0.2 -0.1
N -0.31798 0.16618 -0.75798 0.8 1.2 -0.4
N -0.54291 1.76993 -0.23869 0.7 0.4 -2.1
O 0.30099 2.48625 -0.60180 -1.0 -1.5 0.7
C -0.93443 -0.48821 0.26355 -0.3 1.1 3.5
O -0.63464 0.53220 1.67300 -0.2 -1.7 -1.1
O -0.53202 -1.75652 0.57484 0.0 0.5 -0.5
H 1.14961 -1.01024 -1.69502 -0.1 0.1 0.1
H 1.64740 -0.39445 -0.10739 -0.1 0.0 0.1
H 1.56479 0.69610 -1.48714 -0.3 -0.1 0.0
H -2.01224 -0.34373 0.30212 0.1 0.0 0.0
H 0.32806 0.56356 1.77842 -0.1 -0.3 0.0
H -1.08978 -2.05892 1.30602 0.1 0.1 -0.1

---

13
Properties=species:S:1:pos:R:3:forces:R:3 method="wB97M-V/def2-TZVPD" e_tot_ev=-11289.28620 homo_ev=-10.11 gap_ev=10.50
C 1.28811 1.87798 -0.00649 2.0 -0.5 0.5
C 0.37703 0.75560 -0.07893 -0.3 -1.9 0.9
N 0.65537 -0.42306 0.35121 -3.7 1.6 -1.8
N -1.98285 -1.81793 -0.29239 0.2 2.3 0.7
O -0.93911 -2.25458 0.35753 0.2 -0.5 0.0
O -2.91554 -2.53999 -0.32373 -1.3 -0.8 -0.8
O -1.95978 -0.62058 -0.70302 -0.2 -1.9 0.1
H 1.98148 1.73334 0.85720 -1.1 0.8 0.2
H 0.81085 2.82550 -0.17353 0.2 0.4 0.3
H 2.09700 1.68126 -0.70315 -0.2 0.4 -1.1
H -0.64668 0.83900 -0.45565 0.5 0.2 -0.1
H 1.46098 -0.66246 0.78081 3.7 -0.2 1.5
H -0.22688 -1.39408 0.39015 0.1 0.1 -0.4

---

13
Properties=species:S:1:pos:R:3:forces:R:3 method="wB97M-V/def2-TZVPD" e_tot_ev=-11285.22078 homo_ev="-7.10 / -10.36" gap_ev="7.85 / 8.53" spin_multiplicity=3
C 1.81145 0.11565 0.16409 0.7 -0.9 0.2
C 0.44520 0.68693 -0.08470 0.0 -0.9 -1.1
N -0.40348 -0.38729 0.44152 2.7 -3.1 -0.4
N -2.16434 0.33840 0.15341 -2.4 0.3 -0.6
O -2.14847 1.49121 -0.11836 -1.5 0.5 0.0
O -2.92290 -0.56014 0.30548 -1.5 0.8 0.0
O -0.46097 -1.55536 -0.44485 1.1 2.4 0.7
H 1.74151 -0.80826 -0.37900 0.4 -0.7 -0.2
H 2.55835 0.65089 -0.38890 0.8 0.6 0.4
H 2.06276 -0.20072 1.21756 -0.2 1.0 -1.0
H 0.20599 1.63703 0.44969 0.0 -0.9 -0.4
H 0.34213 0.81665 -1.23915 -0.1 -0.1 2.0
H -1.06724 -2.22500 -0.07679 0.1 0.9 0.5

---

12
Properties=species:S:1:pos:R:3:forces:R:3 method="wB97M-V/def2-TZVPD" e_tot_ev=-18028.36336 homo_ev=-8.90 gap_ev=9.28
C -0.07040 1.54795 0.80815 3.7 2.0 0.7
C -0.22239 0.33434 0.00859 1.3 -1.0 -1.2
H -0.85593 1.83008 1.56377 1.1 -0.5 -0.6
H 1.24059 1.41636 1.31177 -4.3 0.4 -1.0
H 0.15249 2.36955 0.03406 -0.7 -1.0 1.5
H -0.04632 -1.01441 2.00117 -0.3 1.1 -5.5
H -0.47112 -2.44042 -0.33031 -3.5 1.4 2.6
H 1.20743 -0.71910 -3.03254 0.8 1.1 -0.6
N -0.09114 -0.95411 0.66879 -0.9 0.3 4.8
N -0.00504 0.53086 -1.27911 0.0 -2.2 1.2
O -1.16153 -1.89426 0.37223 4.4 -1.5 -3.4
S 0.32336 -1.00683 -2.12656 -1.7 -0.2 1.5

---

12
Properties=species:S:1:pos:R:3:forces:R:3 method="wB97M-V/def2-TZVPD" e_tot_ev=-18033.30586 homo_ev=-9.47 gap_ev=10.17
H -1.08506 -2.07731 -0.34767 0.6 0.2 -1.0
N -0.36622 -1.44252 -0.76718 -1.3 -0.6 1.9
C -0.32544 -0.47402 0.07192 1.1 0.4 -1.5
N -1.09520 -0.28986 1.22394 0.8 -1.0 -1.0
S -1.47509 1.16828 1.88161 -0.1 0.7 0.8
O 0.54820 0.52168 -0.13564 -0.4 0.5 0.5
C 1.27071 0.58988 -1.37315 0.0 0.3 0.7
H -1.34926 -1.16116 1.64646 -0.4 0.0 0.3
H -0.46403 1.30665 2.78080 -0.2 0.0 -0.2
H 0.60734 0.61690 -2.22052 -0.4 0.2 -0.2
H 1.84090 1.52422 -1.25885 -0.1 -0.5 -0.3
H 1.89315 -0.28274 -1.50174 0.4 -0.2 0.1

---

12
Properties=species:S:1:pos:R:3:forces:R:3 method="wB97M-V/def2-TZVPD" e_tot_ev=-18029.30678 homo_ev=-9.50 smiles="[H]/N=C(/NO)SC" gap_ev=9.83
H -1.30969 0.03492 0.99018 0.8 -0.4 0.5
N -0.60978 -0.72823 0.98690 -2.7 0.9 1.8
C 0.18103 -0.64451 0.04950 -0.1 -3.0 -1.5
N 0.88846 -1.87296 -0.36751 3.7 2.4 4.4
O 0.71526 -2.89562 0.67609 -2.7 1.5 0.6
S 0.49587 0.44288 -1.18629 -0.8 3.7 -0.6
C -0.44836 2.06231 -0.66629 2.0 2.4 -0.1
H 1.88905 -1.24883 0.05591 -2.4 -3.0 -1.8
H -0.16590 -2.59792 1.28312 3.1 -0.3 -2.5
H -1.55405 1.88595 -0.34819 2.0 0.4 -1.3
H 0.05267 2.86956 0.21229 -1.1 -3.1 -2.3
H -0.13456 2.69244 -1.68570 -1.8 -1.6 2.6

---

12
Properties=species:S:1:pos:R:3:forces:R:3 method="wB97M-V/def2-TZVPD" e_tot_ev=-18029.48927 homo_ev=-8.94 smiles="C=NNO.C=S" gap_ev=8.40
C 0.62520 -0.04480 1.34005 1.8 -1.5 -0.9
N 0.31083 1.00784 0.76236 -0.7 2.0 1.6
N 0.47467 1.46868 -0.43995 0.1 -1.3 -0.9
O 1.51644 0.85455 -1.23641 -1.0 0.6 0.2
H 0.61830 -0.03563 2.38504 -0.9 -0.1 1.6
H 1.16248 -0.89285 0.91898 0.0 0.1 -0.6
H 0.64152 2.43856 -0.33978 0.5 1.0 -0.4
H 0.90567 0.46491 -1.88016 0.9 -0.2 -0.2
C -1.65975 -1.32502 -0.30011 -0.6 -0.2 0.0
S -0.60127 -1.23787 -1.49130 -0.7 -0.6 -0.7
H -2.76360 -1.50481 -0.40491 1.2 0.2 0.0
H -1.23048 -1.19358 0.68618 -0.6 -0.1 0.3

---

13
Properties=species:S:1:pos:R:3:forces:R:3 method="wB97M-V/def2-TZVPD" e_tot_ev=-28869.16952 homo_ev=-8.34 smiles="NC(N)=S.OC=S" gap_ev=8.32
N 2.67362 0.38136 0.14687 0.1 0.0 0.1
C 1.66747 -0.50231 -0.08809 0.1 -0.1 0.0
N 0.43185 0.06179 -0.19210 0.3 -0.2 0.1
S 1.92486 -2.14040 -0.24101 -0.1 0.4 0.0
H 3.56875 -0.02482 0.37194 -0.1 0.0 -0.1
H 2.46934 1.27612 0.56743 0.0 -0.1 -0.1
H 0.34385 1.03623 -0.44336 0.2 -0.2 -0.1
H -0.29923 -0.55773 -0.49771 0.1 0.1 -0.1
O -2.13323 0.54293 -0.72064 0.0 0.8 -0.2
C -2.73060 -0.16398 0.23934 -0.5 -0.6 0.4
S -3.41845 -1.60172 -0.00893 0.3 0.4 0.0
H -1.78336 1.37933 -0.35574 -0.4 -0.5 -0.1
H -2.71485 0.31319 1.22201 0.0 0.0 -0.1

---

11
Properties=species:S:1:pos:R:3:forces:R:3 method="wB97M-V/def2-TZVPD" charge=+1 e_tot_ev=-14430.18906 homo_ev="-14.55 / -14.55" gap_ev="7.42 / 7.42"
C -1.18393 0.59050 -0.02583 0.8 0.1 0.6
C 0.71761 -1.00903 -0.39000 0.3 2.6 -1.4
N -0.54578 1.68202 -0.02611 2.4 -0.6 -0.8
N -0.57131 -0.63471 0.16534 -0.6 1.7 -0.9
P 1.94078 0.34809 0.01816 -1.5 0.9 -1.8
H -2.24264 0.63187 -0.08280 -1.1 -0.5 -0.1
H 0.89536 -1.87101 0.16891 1.1 -1.8 0.1
H 0.81689 -1.01342 -1.52566 -1.0 -0.8 1.4
H -0.93056 2.54434 -0.43465 0.0 -0.5 0.5
H -0.99203 -1.21873 0.84636 -0.4 -0.9 0.2
H 2.09560 -0.04994 1.28628 -0.1 -0.2 2.2

---

12
Properties=species:S:1:pos:R:3:forces:R:3 method="wB97M-V/def2-TZVPD" e_tot_ev=-23726.43599 homo_ev=-8.60 smiles="NP(N)[C@H]1C=P1" gap_ev=8.28
N 0.22607 0.01053 1.75208 2.0 0.5 -0.7
P 1.04957 0.58184 0.30614 -1.2 -0.1 0.5
N -0.33742 1.35329 -0.29324 -1.4 -0.3 -3.2
C 0.91737 -1.00112 -0.66381 2.3 -1.2 -0.2
C 0.20460 -1.33215 -1.87865 0.7 1.0 -0.4
P 1.67350 -1.06753 -2.57443 -0.6 -0.1 1.3
H -0.71882 -0.26751 1.52407 0.0 -0.5 0.0
H 0.87915 -0.75701 1.90174 -0.8 -0.6 1.1
H -0.80786 0.63196 -0.98946 0.9 2.6 1.7
H -0.26233 2.31443 -0.71823 0.0 -1.7 0.5
H 1.31680 -1.89734 -0.11298 -0.4 1.0 -0.2
H -0.81255 -1.32006 -2.11125 -1.5 -0.5 -0.5

---

12
Properties=species:S:1:pos:R:3:forces:R:3 method="wB97M-V/def2-TZVPD" e_tot_ev=-23726.71220 homo_ev=-7.83 smiles="NP(N)[C@H]1C=P1" gap_ev=8.18
N 0.60773 0.64493 1.53314 -2.1 0.6 0.4
P -0.27790 0.85902 0.01419 2.2 0.9 -0.7
N -1.82938 0.20015 0.27523 1.0 -1.3 0.5
C 0.33646 -0.62746 -0.84613 0.2 -1.5 0.5
C 1.61815 -0.67137 -1.56494 -0.1 -1.2 1.6
P 2.06777 -1.31356 -0.08602 -1.5 0.8 -1.7
H -0.18198 0.24511 2.08602 1.1 -0.1 0.2
H 0.82884 1.55447 1.98996 -0.3 -0.8 -0.7
H -2.28161 0.23992 -0.60660 -0.6 -0.3 -1.0
H -2.29127 0.85457 0.81821 -1.6 1.5 1.5
H -0.51268 -1.37268 -1.03087 1.3 0.9 0.0
H 1.91587 -0.61308 -2.58218 0.3 0.5 -0.6

---

12
Properties=species:S:1:pos:R:3:forces:R:3 method="wB97M-V/def2-TZVPD" e_tot_ev=-23726.24289 homo_ev=-7.88 smiles="NP(N)[C@H]1C=P1" gap_ev=7.96
N -0.92178 -1.49079 -0.24845 -1.8 -1.8 1.0
P -0.33873 -0.35638 0.93701 1.9 -1.3 -1.5
N -1.25187 0.84463 0.19754 -2.4 2.7 1.2
C 1.07826 -0.07877 -0.31691 -0.2 0.8 2.2
C 1.93276 1.11828 -0.08406 0.5 0.3 -0.8
P 2.91759 -0.22793 0.06642 -0.9 1.4 -0.2
H -0.36538 -2.36964 -0.20628 -0.9 0.6 0.0
H -1.94918 -1.67040 -0.05236 1.7 -0.4 -0.4
H -2.27664 0.60108 0.30340 1.4 0.5 -0.2
H -1.13883 1.71886 0.78740 -0.3 -1.1 -1.0
H 0.51608 -0.35037 -1.20475 0.8 0.4 -0.7
H 1.79772 2.26143 -0.17896 0.4 -2.2 0.3